The following is a quantum chemistry calculation of C2H4O3 in the gas phase at a distorted geometry, from the OMol25 dataset.

Each line ends with the natural charge from an NBO analysis.
Cartesian coordinates (Å):
1 O -2.297 -0.381 0.139  -0.4230
2 O -1.011 -0.799 0.124  -0.2277
3 O -0.614 1.373 -0.289  -0.6064
4 C -0.171 0.258 -0.042  0.7596
5 C 1.255 -0.202 0.054  -0.7237
6 H 1.362 -1.256 0.104  0.2449
7 H 1.846 -0.006 -0.925  0.2495
8 H -2.165 0.673 0.034  0.4760
9 H 1.796 0.340 0.802  0.2508

SMILES string   CC(=O)OO
Gap between HOMO and LUMO   11.2346 eV
Net charge   0
E_tot   -8278.625 eV
Largest force on an atom   3.74 eV/A
Energy above the lowest of the compared OMol25 structures with the same formula, charge and spin   283.1 kJ/mol
E_HOMO   -10.417 eV